1.
{
  "formula": "C10H11Br2N",
  "method": "ωB97M-V with the def2-TZVPD basis set",
  "largest_force_ev_per_a": 4.78,
  "total_energy_ha": -5590.39457,
  "e_above_lowest_ev": 0.916,
  "smiles": "C[C@]1(Br)c2ccccc2N[C@@]1(C)Br",
  "homo_ev": -8.1,
  "e_lumo_ev": 0.60,
  "gap_ha": 0.32089,
  "species": ["C", "C", "Br", "C", "C", "C", "C", "C", "C", "N", "C", "C", "Br", "H", "H", "H", "H", "H", "H", "H", "H", "H", "H", "H"],
  "coordinates": [[2.080, -0.598, 1.114], [1.097, 0.457, 0.390], [1.442, 2.286, 0.940], [-0.333, 0.207, 0.574], [-1.032, -0.089, 1.692], [-2.412, -0.150, 1.712], [-3.057, 0.147, 0.486], [-2.448, 0.595, -0.746], [-1.030, 0.504, -0.611], [-0.113, 0.971, -1.549], [1.162, 0.427, -1.195], [1.532, -1.049, -1.561], [2.573, 1.484, -2.028], [2.583, -1.382, 0.557], [1.501, -1.087, 1.799], [2.768, -0.096, 1.655], [-0.486, -0.273, 2.630], [-2.941, -0.423, 2.689], [-4.121, 0.144, 0.621], [-3.009, 0.927, -1.591], [-0.419, 1.280, -2.535], [1.209, -1.093, -2.567], [0.920, -1.800, -0.938], [2.533, -1.389, -1.535]],
  "forces_ev_per_angstrom": [[-1.7, 1.0, -2.7], [2.2, -1.2, -1.0], [0.2, 0.4, 0.8], [-1.5, -0.1, -1.1], [0.5, -0.7, 2.3], [-0.4, -0.1, -0.5], [-0.4, 0.8, 0.2], [1.7, -2.0, 4.0], [-1.3, 1.7, -1.1], [-0.8, -0.1, -2.3], [1.8, -0.7, 1.1], [-3.2, -0.3, 0.5], [0.1, 0.1, -0.1], [-0.2, 0.4, -0.6], [-1.7, -1.4, 1.9], [2.4, 1.8, 1.6], [-0.2, 0.1, -0.4], [0.6, 0.5, -1.9], [-0.6, 0.0, -0.6], [0.0, 0.0, -0.4], [1.1, -1.1, 2.3], [-0.3, -0.7, -1.2], [0.6, 1.2, -1.0], [1.2, 0.4, 0.3]],
  "mulliken_charge": [-1.452, 0.897, -0.060, 0.212, -0.317, -0.738, -0.275, -1.277, 0.242, -0.042, 0.510, -1.725, -0.132, 0.284, 0.438, 0.501, 0.314, 0.306, 0.353, 0.412, 0.318, 0.458, 0.335, 0.437]
}



2.
{
  "formula": "C10H11Cl2NS",
  "method": "ωB97M-V with the def2-TZVPD basis set",
  "largest_force_ev_per_a": 3.30,
  "total_energy_ha": -1760.83086,
  "e_above_lowest_ev": 2.639,
  "homo_ev": -7.9,
  "e_lumo_ev": 0.10,
  "gap_ha": 0.29273,
  "species": ["C", "C", "C", "C", "C", "C", "C", "C", "C", "C", "N", "S", "Cl", "Cl", "H", "H", "H", "H", "H", "H", "H", "H", "H", "H", "H"],
  "coordinates": [[-0.708, 3.530, 0.084], [-0.246, 2.944, -1.094], [-0.456, 2.892, 1.344], [0.271, 1.707, -1.000], [0.123, 1.619, 1.390], [0.391, 0.966, 0.228], [0.802, -2.550, 1.149], [0.426, -1.127, 1.453], [0.496, -2.898, -0.377], [-0.706, -1.637, -2.558], [0.947, -0.410, 0.246], [0.622, -1.343, -1.297], [-0.795, -0.327, -3.668], [-2.350, -1.980, -1.984], [-1.110, 4.519, 0.002], [-0.639, 3.333, -2.143], [-0.893, 3.299, 2.234], [0.526, 1.191, -1.923], [0.048, 0.994, 2.257], [1.926, -2.636, 1.199], [0.286, -3.384, 1.883], [-0.723, -0.972, 1.460], [0.947, -0.831, 2.386], [1.297, -3.631, -0.663], [-0.482, -3.267, -0.607]],
  "forces_ev_per_angstrom": [[1.3, -0.3, 1.6], [-2.4, 1.3, -1.4], [-0.6, 0.5, -2.1], [1.1, -3.1, 0.0], [-1.5, 0.2, 0.3], [1.9, -0.2, -2.5], [-0.3, -2.9, 0.2], [-1.1, -0.3, -1.2], [1.4, 0.0, 1.4], [0.4, 0.0, 1.8], [-1.8, 1.7, 0.6], [0.1, -0.2, -0.6], [0.2, 0.5, -0.7], [0.1, -0.2, 0.2], [-0.5, 0.3, 0.4], [1.4, -0.6, 2.3], [0.1, 0.3, 0.3], [0.0, 0.0, 0.1], [0.3, 0.5, 0.7], [-1.2, 0.0, 0.4], [1.4, 2.2, -1.9], [1.7, -0.3, 0.6], [-0.6, 0.2, -0.6], [-1.0, 0.8, -0.3], [-0.5, -0.4, 0.2]],
  "mulliken_charge": [-0.382, -0.694, -0.609, -0.222, -0.191, 0.559, -0.718, -0.488, -0.538, 0.032, -0.200, 0.079, -0.138, -0.187, 0.382, 0.223, 0.377, 0.359, 0.311, 0.326, 0.295, 0.407, 0.342, 0.287, 0.386]
}



3.
{
  "formula": "C10H11F2N",
  "method": "ωB97M-V with the def2-TZVPD basis set",
  "largest_force_ev_per_a": 7.51,
  "total_energy_ha": -641.99491,
  "e_above_lowest_ev": 3.363,
  "smiles": "NC[C@H]1C[C@@H]1c1ccc(F)cc1F",
  "homo_ev": -8.7,
  "e_lumo_ev": 0.73,
  "gap_ha": 0.34732,
  "species": ["N", "C", "C", "C", "C", "C", "C", "C", "C", "F", "C", "C", "F", "H", "H", "H", "H", "H", "H", "H", "H", "H", "H", "H"],
  "coordinates": [[0.768, 2.906, 1.091], [0.870, 1.808, 2.235], [0.753, 0.440, 1.562], [0.250, -0.925, 2.141], [-0.493, -0.271, 0.965], [-0.524, -0.636, -0.406], [-1.648, -0.321, -1.195], [-1.773, -0.544, -2.560], [-0.697, -1.309, -2.998], [-0.886, -1.860, -4.226], [0.484, -1.682, -2.339], [0.624, -1.305, -1.028], [1.913, -1.389, -0.470], [0.125, 2.359, 0.302], [1.440, 2.967, 0.445], [0.004, 2.009, 2.955], [1.906, 2.161, 2.820], [1.613, 0.350, 0.803], [0.831, -1.782, 1.952], [-0.228, -0.970, 3.148], [-1.320, 0.505, 1.245], [-2.466, 0.195, -0.590], [-2.832, -0.563, -2.971], [1.285, -2.143, -2.880]],
  "forces_ev_per_angstrom": [[-6.6, -3.5, 1.2], [0.7, 2.5, -0.4], [2.6, -1.7, -0.7], [-0.8, 2.3, 0.1], [-0.8, 4.1, 3.9], [1.8, -1.5, -2.2], [-0.4, 1.3, 2.2], [-0.4, -1.7, 1.4], [-0.9, -0.7, -1.5], [0.5, 0.1, -0.2], [-0.5, 0.8, 0.0], [-0.8, 1.6, 0.1], [-2.4, -0.3, -0.4], [0.9, 1.8, 2.8], [4.8, 0.2, -1.9], [1.2, -0.2, -1.0], [-2.6, -1.7, -1.5], [-1.1, -0.1, 1.6], [0.6, -0.8, -0.5], [0.2, 0.4, -1.0], [0.7, -2.2, -0.3], [1.0, -0.8, -1.1], [2.0, 0.4, -0.1], [0.1, -0.3, -0.2]],
  "mulliken_charge": [-0.689, -0.411, -0.050, -0.988, 0.142, 0.360, -0.308, -0.824, 0.665, -0.304, -0.714, 0.535, -0.306, 0.239, 0.268, 0.254, 0.266, 0.246, 0.267, 0.251, 0.114, 0.236, 0.304, 0.447]
}



4.
{
  "formula": "C10H11F4N",
  "method": "ωB97M-V with the def2-TZVPD basis set",
  "largest_force_ev_per_a": 3.74,
  "total_energy_ha": -841.76572,
  "homo_ev": -8.9,
  "e_lumo_ev": 0.70,
  "gap_ha": 0.35447,
  "species": ["C", "C", "C", "C", "C", "C", "C", "C", "C", "C", "N", "F", "F", "F", "F", "H", "H", "H", "H", "H", "H", "H", "H", "H", "H", "H"],
  "coordinates": [[-3.404, -0.805, 0.029], [-2.857, -0.198, 1.136], [-2.630, -1.168, -1.043], [-0.742, -0.072, 0.003], [-1.494, 0.201, 1.128], [-1.286, -0.928, -0.938], [1.687, 1.036, 1.335], [1.478, 1.654, -1.705], [1.695, -1.327, 0.569], [1.417, 0.110, 0.124], [1.959, 0.468, -1.072], [-1.052, 1.038, 2.108], [-0.465, -1.347, -2.036], [1.047, -1.579, 1.778], [3.009, -1.451, 0.891], [-4.403, -1.140, 0.159], [-3.613, 0.039, 1.928], [-3.047, -1.822, -1.812], [1.502, 0.623, 2.302], [1.034, 1.977, 1.348], [2.787, 1.210, 1.264], [1.289, 1.445, -2.768], [0.464, 2.062, -1.440], [2.157, 2.469, -1.594], [1.252, -2.151, -0.057], [2.216, -0.341, -1.637]],
  "forces_ev_per_angstrom": [[0.5, -0.3, 1.0], [-0.2, 1.2, 1.1], [-0.1, -1.5, -0.6], [3.5, -0.8, 1.0], [-1.9, 0.4, -0.8], [1.0, 1.0, -1.9], [-0.2, 1.7, -1.2], [-1.4, 0.6, -1.5], [-1.5, -0.9, 1.0], [-2.6, -0.3, 1.9], [-0.2, -1.1, 0.5], [-0.1, -0.7, -0.3], [-0.9, 0.5, 1.7], [0.1, 0.4, -0.5], [0.1, -0.3, -0.8], [-0.9, -0.1, -0.5], [1.4, 0.0, -0.4], [0.3, 0.4, 0.0], [-0.3, -0.8, 0.3], [1.4, -1.1, -0.5], [-0.8, 0.5, 0.1], [0.6, 0.1, 0.1], [0.8, -1.0, 0.7], [0.6, 0.6, -0.1], [1.2, 0.9, -0.1], [-0.5, 0.7, -0.2]],
  "mulliken_charge": [-0.241, -0.724, -0.707, 0.233, 0.487, 0.331, -1.652, -0.991, 0.103, 0.652, -0.140, -0.286, -0.350, -0.274, -0.286, 0.363, 0.318, 0.373, 0.437, 0.321, 0.402, 0.387, 0.274, 0.337, 0.343, 0.289]
}



5.
{
  "formula": "C10H11FNP",
  "method": "ωB97M-V with the def2-TZVPD basis set",
  "largest_force_ev_per_a": 6.91,
  "multiplicity": 3,
  "total_energy_ha": -883.40959,
  "homo_ev": [-4.4, -8.9],
  "e_lumo_ev": [0.89, -1.85],
  "gap_ha": [0.19362, 0.25926],
  "species": ["C", "C", "C", "C", "C", "C", "C", "C", "C", "C", "N", "F", "P", "H", "H", "H", "H", "H", "H", "H", "H", "H", "H", "H"],
  "coordinates": [[-2.775, -1.683, -0.479], [-1.430, -1.924, -0.350], [-3.373, -0.434, -0.347], [-0.524, -0.942, 0.126], [-1.090, 0.359, 0.302], [-2.434, 0.517, 0.123], [0.702, 2.211, -0.362], [-0.294, 1.637, 0.610], [0.797, -1.293, 0.461], [3.594, -0.310, -0.352], [1.803, 1.679, -0.521], [-3.006, 1.699, 0.371], [1.998, 0.071, 0.243], [-3.429, -2.608, -0.746], [-1.102, -2.863, -0.185], [-4.416, -0.226, -0.426], [0.577, 3.097, -1.020], [-1.030, 2.489, 0.911], [0.316, 1.467, 1.461], [1.190, -2.170, -0.226], [4.012, 0.689, -0.459], [3.545, -0.993, -1.180], [4.143, -0.891, 0.413], [2.227, 0.420, 1.634]],
  "forces_ev_per_angstrom": [[-2.1, -2.4, -1.5], [-0.6, 2.6, 1.4], [2.7, -0.3, 1.1], [-1.2, 0.3, 0.2], [1.0, 1.2, -0.3], [-2.0, -0.5, -0.9], [-4.2, 2.8, -0.7], [-2.2, 2.1, 0.6], [1.4, -1.1, -3.3], [1.0, -1.6, 1.4], [4.9, -4.8, 0.8], [0.0, 1.0, 0.1], [-0.6, 3.0, -0.1], [1.1, 1.8, 0.5], [0.9, -3.3, -0.3], [-0.4, 0.1, -0.1], [-0.9, -0.4, 0.6], [1.2, -1.7, -0.4], [0.2, -0.2, 1.3], [-0.8, 1.1, 2.0], [0.3, -0.3, -0.6], [0.1, 0.3, -0.9], [0.1, 0.5, -0.1], [-0.1, -0.1, -0.6]],
  "mulliken_charge": [-0.238, -1.281, -0.799, 1.277, 0.236, 0.804, -0.146, -1.371, -0.630, -0.966, -0.565, -0.312, 0.365, 0.246, 0.449, 0.441, 0.382, 0.245, 0.572, 0.206, 0.339, 0.332, 0.391, 0.021]
}